8
Properties=species:S:1:pos:R:3:forces:R:3:lowdin_spin:R:1 method="wB97M-V/def2-TZVPD" spin_multiplicity=3 homo_ev="-9.590 / -11.283" gap_ev="9.99 / 6.43" de_lowest_kcal_mol=118.9 s2=2.0089 max_force_ev_per_a=6.07
C -0.259680 0.352715 0.334660 -0.1940 1.6102 -1.4347 0.744
O 1.477872 -1.699214 0.320431 -0.1155 -3.2064 1.6952 0.049
O 2.217322 0.582950 -0.184080 -0.4047 -0.6356 0.0880 0.114
F -1.272975 -1.605488 -0.241827 -0.4202 -0.9884 -0.2289 1.012
S 1.224592 -0.474945 -0.279683 -0.0020 5.1181 -3.2702 0.024
H -0.248346 0.468322 1.395639 0.2181 -0.3081 0.6261 0.037
H -0.902421 1.161903 -0.196661 1.6108 -1.8575 0.4183 0.026
H 1.157803 -0.692553 -1.735843 -0.6925 0.2677 2.1062 -0.006